The following is a DFT calculation (ωB97M-V with the def2-TZVPD basis set) of a molecular structure, C2H4BrCl in a non-equilibrium geometry.

Structure (XYZ):
```
8
C2H4BrCl ωB97M-V with the def2-TZVPD basis set
Br -1.36 1.66 -1.86
Cl -0.54 -1.32 -2.45
C 0.46 0.05 0.08
C -1.00 -0.14 -1.13
H 1.30 -0.11 -0.57
H 0.12 1.10 0.26
H -1.82 -0.62 -0.60
H 0.01 -0.73 0.64
```

- E: -3112.74200 Ha
- HOMO level: -0.3664 hartree
- Orbital gap: 10.52 eV

From a Löwdin analysis of the wavefunction, the atomic charges in e read: atom 1 (Br): 0.556, atom 2 (Cl): 0.424, atom 3 (C): -0.043, atom 4 (C): -1.029, atom 5 (H): 0.035, atom 6 (H): 0.024, atom 7 (H): 0.015, atom 8 (H): 0.018

The following is a DFT calculation (ωB97M-V with the def2-TZVPD basis set) of a single C6H10O3 molecule in a non-equilibrium geometry.

Structure (XYZ):
```
19
C6H10O3 ωB97M-V with the def2-TZVPD basis set
O -1.61 -0.14 -0.70
O 1.63 1.40 -1.21
O -1.00 1.65 -1.94
C 1.13 -1.03 1.26
C 0.74 0.34 -0.90
C 0.61 0.08 0.71
C -1.59 -1.58 -0.68
C -0.68 0.61 -1.37
C 0.23 1.27 1.55
H 1.03 1.52 2.25
H -2.54 -1.93 -1.10
H -1.55 -1.89 0.37
H 1.43 -1.88 0.67
H 0.04 2.17 0.97
H -0.76 -2.01 -1.24
H 1.12 2.03 -1.75
H 1.32 -1.09 2.33
H -0.67 1.06 2.12
H 1.12 -0.58 -1.34
```

- E: -460.28928 Ha
- HOMO level: -0.3580 hartree
- Orbital gap: 10.45 eV
- Structure (SMILES): C=C(C)[C@H](O)C(=O)OC

From a Löwdin analysis of the wavefunction, the atomic charges in e read: atom 1 (O): -0.061, atom 2 (O): 0.001, atom 3 (O): 0.122, atom 4 (C): 0.044, atom 5 (C): -0.243, atom 6 (C): -0.272, atom 7 (C): -0.051, atom 8 (C): -0.395, atom 9 (C): -0.053, atom 10 (H): 0.087, atom 11 (H): 0.092, atom 12 (H): 0.089, atom 13 (H): 0.063, atom 14 (H): 0.084, atom 15 (H): 0.095, atom 16 (H): 0.099, atom 17 (H): 0.070, atom 18 (H): 0.088, atom 19 (H): 0.141

The following is a DFT calculation (ωB97M-V with the def2-TZVPD basis set) of a single C3H5NO2 molecule.

Structure (XYZ):
```
11
C3H5NO2 ωB97M-V with the def2-TZVPD basis set
O 0.94 -0.48 -1.85
O 1.09 0.18 0.31
N -0.64 1.74 -0.01
C -0.27 0.57 0.27
C 1.54 -0.42 -0.82
C -1.18 -0.55 0.67
H -1.10 -0.74 1.75
H -2.21 -0.32 0.42
H -0.87 -1.46 0.15
H 2.53 -0.84 -0.63
H 0.16 2.32 -0.26
```

- E: -322.54283 Ha
- HOMO level: -0.3977 hartree
- Orbital gap: 11.68 eV
- Structure (SMILES): [H]/N=C(/C)OC=O

From a Löwdin analysis of the wavefunction, the atomic charges in e read: atom 1 (O): 0.098, atom 2 (O): 0.022, atom 3 (N): 0.193, atom 4 (C): -0.458, atom 5 (C): -0.335, atom 6 (C): -0.008, atom 7 (H): 0.092, atom 8 (H): 0.090, atom 9 (H): 0.086, atom 10 (H): 0.147, atom 11 (H): 0.075